1.
The following is a quantum chemistry calculation of 5 unconnected molecules or ions with the total composition C36H60NO20PS at a distorted geometry, from OMol25.

Atoms and positions in Å:
1 C 3.572 3.299 2.543
2 C 2.989 3.291 1.471
3 C 2.065 2.833 0.307
4 C 2.818 1.905 -0.728
5 C 3.421 0.583 -0.113
6 C 2.336 -0.585 0.153
7 C 1.190 -0.634 -0.915
8 C 0.098 -1.753 -0.683
9 C -1.208 -1.515 -1.592
10 P -2.655 -0.861 -0.589
11 O -2.629 -1.361 0.818
12 O -2.518 0.806 -0.717
13 C -3.400 1.474 0.208
14 C -2.764 2.918 0.462
15 O -4.150 -1.217 -1.279
16 C -4.935 -2.086 -0.426
17 C -5.722 -1.304 0.716
18 C 1.985 -0.582 1.697
19 S 0.485 0.274 2.334
20 C -0.370 -0.745 3.620
21 O -0.538 0.596 1.333
22 O 0.905 1.513 3.052
23 O 1.783 -1.992 1.988
24 C 2.523 -2.867 1.150
25 O 2.510 -4.046 1.241
26 C 3.319 -1.868 0.213
27 C 3.333 -2.668 -1.181
28 O 4.521 -3.434 -1.380
29 C 4.321 -4.849 -1.224
30 C 4.688 -1.707 0.953
31 C 5.967 -1.390 0.253
32 C 7.149 -1.281 1.094
33 N 7.285 -1.387 2.440
34 C 6.140 -1.670 3.114
35 C 4.869 -1.809 2.406
36 H 4.078 3.558 3.491
37 H 1.829 3.786 -0.258
38 H 1.080 2.438 0.658
39 H 2.208 1.740 -1.664
40 H 3.705 2.517 -1.080
41 H 4.151 0.194 -0.882
42 H 3.942 0.890 0.838
43 H 1.554 -0.709 -1.977
44 H 0.638 0.352 -0.867
45 H -0.172 -1.734 0.409
46 H 0.434 -2.798 -0.906
47 H -1.551 -2.451 -2.110
48 H -1.012 -0.733 -2.381
49 H -3.466 0.988 1.213
50 H -4.414 1.680 -0.245
51 H -1.678 2.955 0.173
52 H -2.848 3.206 1.545
53 H -3.275 3.714 -0.156
54 H -4.374 -2.972 -0.028
55 H -5.745 -2.522 -1.086
56 H -6.752 -1.738 0.873
57 H -5.176 -1.507 1.684
58 H -5.754 -0.201 0.543
59 H 2.804 -0.143 2.340
60 H -0.315 -1.841 3.411
61 H 0.009 -0.478 4.646
62 H -1.466 -0.474 3.601
63 H 3.289 -1.932 -2.041
64 H 2.431 -3.323 -1.291
65 H 4.477 -5.084 -0.129
66 H 3.346 -5.232 -1.619
67 H 5.177 -5.361 -1.752
68 H 5.995 -1.248 -0.857
69 H 8.104 -1.074 0.536
70 H 6.161 -1.789 4.226
71 H 3.968 -2.009 3.049
72 C 8.113 7.613 1.985
73 O 6.893 7.722 1.254
74 C 5.798 7.424 1.966
75 O 5.777 7.088 3.123
76 O 4.734 7.564 1.168
77 C 3.486 7.276 1.801
78 H 8.926 7.877 1.310
79 H 8.121 8.308 2.826
80 H 8.266 6.590 2.330
81 H 3.309 7.959 2.633
82 H 3.458 6.239 2.137
83 H 2.698 7.422 1.064
84 C -1.484 4.386 4.292
85 O -2.602 4.914 5.008
86 C -2.809 6.221 4.814
87 O -2.152 6.947 4.113
88 O -3.878 6.583 5.537
89 C -4.218 7.964 5.426
90 H -1.404 3.325 4.522
91 H -1.628 4.497 3.217
92 H -0.562 4.874 4.610
93 H -4.472 8.217 4.396
94 H -3.403 8.592 5.787
95 H -5.093 8.139 6.051
96 C -5.690 -4.109 -4.380
97 O -6.910 -3.998 -5.113
98 C -8.005 -4.287 -4.401
99 O -8.030 -4.618 -3.243
100 O -9.070 -4.144 -5.201
101 C -10.318 -4.423 -4.569
102 H -4.872 -3.853 -5.051
103 H -5.677 -3.410 -3.542
104 H -5.543 -5.132 -4.031
105 H -10.491 -3.737 -3.738
106 H -10.354 -5.458 -4.227
107 H -11.102 -4.275 -5.310
108 C 0.323 -5.235 -3.346
109 O -0.834 -5.011 -4.145
110 C -0.877 -5.746 -5.268
111 O -0.051 -6.544 -5.625
112 O -2.000 -5.428 -5.917
113 C -2.193 -6.134 -7.144
114 H 0.249 -4.589 -2.471
115 H 0.367 -6.273 -3.013
116 H 1.226 -4.968 -3.897
117 H -2.263 -7.207 -6.963
118 H -1.388 -5.912 -7.846
119 H -3.132 -5.793 -7.575

Computed properties:
- Molecular weight: 889.9 g mol⁻¹
- Maximum force: 5.064 eV/A
- HOMO-LUMO gap: 9.825 eV
- Energy: -3706.71934 hartree
- Net charge: 0

***

2.
The following is a quantum chemistry calculation of a molecular structure, C36H61BN8O2P2S3Ti at a distorted geometry, from OMol25.

Atoms and positions in Å:
1 Ti -0.052 1.389 -0.085
2 C -4.164 0.943 -3.283
3 C -3.479 1.522 -2.044
4 C -4.156 2.842 -1.662
5 C -3.663 0.514 -0.895
6 P -1.611 1.813 -2.223
7 C -1.015 0.273 -3.055
8 N -0.805 -0.759 -2.064
9 B -0.290 -0.636 -0.715
10 N -0.236 -1.993 -0.215
11 C 0.243 -2.605 1.033
12 P -0.215 -1.772 2.636
13 C -2.024 -2.272 2.916
14 C -2.598 -1.217 3.875
15 C -2.283 -3.660 3.491
16 C -2.767 -2.150 1.581
17 C 0.966 -2.704 3.785
18 C 0.899 -4.237 3.822
19 C 2.396 -2.331 3.353
20 C 0.711 -2.143 5.191
21 C -0.692 -2.848 -1.227
22 C -0.834 -4.235 -1.249
23 C -1.341 -4.828 -2.393
24 C -1.689 -4.069 -3.512
25 C -1.537 -2.694 -3.509
26 C -1.044 -2.095 -2.354
27 C -1.251 3.157 -3.496
28 C 0.193 3.012 -4.000
29 C -1.375 4.523 -2.803
30 C -2.197 3.088 -4.694
31 H -5.180 0.668 -2.988
32 H -3.695 0.030 -3.652
33 H -4.245 1.657 -4.099
34 H -5.211 2.646 -1.452
35 H -4.116 3.575 -2.468
36 H -3.718 3.281 -0.765
37 H -4.731 0.414 -0.684
38 H -3.178 0.837 0.022
39 H -3.290 -0.474 -1.169
40 H -0.090 0.499 -3.581
41 H -1.737 -0.054 -3.796
42 H 1.330 -2.667 1.005
43 H -0.136 -3.621 1.075
44 H -2.053 -1.181 4.821
45 H -3.642 -1.457 4.101
46 H -2.571 -0.220 3.432
47 H -1.947 -3.745 4.523
48 H -1.828 -4.453 2.894
49 H -3.365 -3.830 3.489
50 H -2.532 -1.213 1.073
51 H -3.844 -2.166 1.777
52 H -2.546 -2.981 0.908
53 H 0.851 -4.674 2.821
54 H 0.065 -4.609 4.406
55 H 1.813 -4.609 4.295
56 H 2.759 -2.996 2.567
57 H 3.068 -2.437 4.209
58 H 2.499 -1.306 2.987
59 H -0.275 -2.431 5.565
60 H 0.769 -1.051 5.207
61 H 1.456 -2.532 5.890
62 H -0.561 -4.852 -0.403
63 H -1.468 -5.903 -2.419
64 H -2.078 -4.562 -4.394
65 H -1.789 -2.114 -4.389
66 H 0.477 3.940 -4.503
67 H 0.899 2.851 -3.186
68 H 0.295 2.207 -4.729
69 H -2.363 4.684 -2.367
70 H -1.206 5.314 -3.539
71 H -0.630 4.632 -2.016
72 H -2.247 2.087 -5.126
73 H -1.817 3.760 -5.468
74 H -3.205 3.418 -4.443
75 N 1.266 1.327 1.696
76 N 0.493 2.075 2.619
77 C -0.886 2.010 2.439
78 O -1.649 2.452 3.242
79 O -1.212 1.482 1.235
80 H 1.279 0.341 1.971
81 H 2.222 1.663 1.690
82 H 0.786 2.072 3.584
83 C -2.106 4.667 1.060
84 C -0.639 4.686 0.795
85 N 0.035 3.757 0.160
86 C 1.373 4.092 0.026
87 C 1.713 5.279 0.581
88 S 0.339 6.012 1.271
89 C 2.246 3.186 -0.715
90 C 3.501 3.464 -1.129
91 S 4.113 2.173 -2.058
92 C 2.677 1.286 -1.833
93 N 1.776 1.930 -1.113
94 C 2.507 -0.035 -2.501
95 H -2.513 3.692 0.821
96 H -2.609 5.428 0.462
97 H -2.315 4.871 2.110
98 H 2.680 5.760 0.615
99 H 4.076 4.361 -0.952
100 H 2.133 0.110 -3.518
101 H 1.819 -0.665 -1.947
102 H 3.468 -0.539 -2.573
103 S 3.847 -0.214 0.691
104 C 5.161 -1.264 0.778
105 N 6.274 -1.061 1.490
106 C 7.238 -2.162 1.401
107 C 6.542 -3.126 0.416
108 N 5.277 -2.435 0.142
109 H 6.394 -0.254 2.074
110 H 7.395 -2.619 2.375
111 H 8.195 -1.811 1.024
112 H 6.365 -4.103 0.858
113 H 7.116 -3.260 -0.499
114 H 4.547 -2.816 -0.429

Computed properties:
- Molecular weight: 854.8 g mol⁻¹
- Maximum force: 1.530 eV/A
- HOMO-LUMO gap: 6.398 eV
- Energy: -4748.22331 hartree
- Net charge: +2

***

3.
The following is a quantum chemistry calculation of 9 unconnected molecules or ions with the total composition C36H61Br16FN3O at a distorted geometry, from OMol25.

Atoms and positions in Å:
1 C -2.826 4.148 -7.481
2 C -1.411 4.849 -7.248
3 C -0.297 4.592 -8.404
4 N -1.079 5.652 -6.227
5 N -0.939 4.983 -5.035
6 C -1.774 4.030 -4.338
7 N -1.270 3.593 -3.067
8 C -1.837 2.659 -2.044
9 O -2.009 1.368 -2.669
10 C -0.833 0.553 -2.526
11 C 0.132 0.346 -3.762
12 C 1.388 -0.561 -3.659
13 C 2.406 -0.856 -4.878
14 C 1.731 -1.307 -2.306
15 C 0.795 -1.053 -1.098
16 C -0.494 -0.131 -1.168
17 C -1.341 0.007 0.183
18 C -0.830 1.222 1.144
19 C -2.945 0.028 -0.054
20 C -0.006 4.267 -2.799
21 C 0.179 5.154 -4.084
22 C 1.466 6.094 -4.167
23 C 2.728 5.557 -3.314
24 C 4.144 5.797 -4.083
25 F 2.757 6.269 -2.037
26 H -3.660 4.729 -6.942
27 H -3.065 3.911 -8.576
28 H -2.779 3.115 -6.937
29 H -0.592 5.325 -9.256
30 H -0.470 3.539 -8.849
31 H 0.765 4.763 -8.029
32 H -2.781 3.649 -4.733
33 H -1.078 2.577 -1.172
34 H -2.812 3.048 -1.566
35 H -0.060 0.843 -4.781
36 H 3.318 -1.470 -4.535
37 H 2.749 0.086 -5.426
38 H 1.833 -1.533 -5.618
39 H 2.626 -2.006 -2.190
40 H 1.044 -1.579 -0.103
41 H -1.136 -0.959 0.789
42 H 0.097 1.759 0.745
43 H -1.734 1.930 1.297
44 H -0.573 0.772 2.177
45 H -3.540 -0.270 0.879
46 H -3.136 -0.682 -0.949
47 H -3.290 1.075 -0.396
48 H 0.686 4.209 -1.878
49 H 1.797 6.297 -5.247
50 H 1.171 7.104 -3.676
51 H 2.687 4.441 -3.072
52 H 4.726 6.691 -3.674
53 H 4.016 5.837 -5.223
54 H 4.793 4.863 -3.872
55 Br -3.624 -2.838 2.274
56 C -2.952 -4.508 1.531
57 C -1.544 -4.351 1.013
58 Br -1.516 -3.425 -0.704
59 H -3.661 -4.824 0.765
60 H -2.979 -5.218 2.360
61 H -1.097 -5.326 0.815
62 H -0.897 -3.789 1.687
63 Br -6.962 4.063 -8.072
64 C -6.260 2.557 -9.091
65 C -6.200 1.306 -8.249
66 Br -4.689 1.353 -7.019
67 H -5.289 2.862 -9.480
68 H -6.956 2.428 -9.922
69 H -6.029 0.429 -8.876
70 H -7.095 1.147 -7.647
71 Br -0.325 -5.008 4.649
72 C 0.351 -6.680 3.909
73 C 1.761 -6.521 3.394
74 Br 1.790 -5.594 1.679
75 H -0.356 -6.997 3.141
76 H 0.323 -7.390 4.737
77 H 2.211 -7.496 3.198
78 H 2.406 -5.959 4.070
79 Br 0.337 0.520 7.532
80 C 0.945 -1.183 6.806
81 C 1.111 -1.112 5.309
82 Br -0.613 -1.189 4.402
83 H 0.228 -1.940 7.126
84 H 1.905 -1.371 7.291
85 H 1.663 -1.979 4.941
86 H 1.607 -0.202 4.972
87 Br 3.308 -0.557 10.712
88 C 2.248 0.962 11.316
89 C 1.584 0.675 12.640
90 Br 0.036 -0.489 12.418
91 H 1.540 1.193 10.520
92 H 2.959 1.784 11.414
93 H 1.189 1.592 13.080
94 H 2.245 0.190 13.358
95 Br 4.064 -3.875 -0.488
96 C 5.018 -4.858 0.898
97 C 6.512 -4.709 0.746
98 Br 7.190 -5.825 -0.701
99 H 4.680 -5.892 0.845
100 H 4.683 -4.419 1.840
101 H 7.027 -5.061 1.641
102 H 6.824 -3.686 0.531
103 Br -0.723 -1.733 -6.262
104 C -1.553 -2.252 -7.948
105 C -2.780 -1.420 -8.215
106 Br -4.283 -2.013 -7.126
107 H -1.758 -3.321 -7.892
108 H -0.792 -2.074 -8.710
109 H -3.113 -1.538 -9.247
110 H -2.632 -0.360 -8.005
111 Br 0.010 -1.213 18.099
112 C 0.418 -1.631 16.240
113 C 1.882 -1.947 16.058
114 Br 2.964 -0.326 16.072
115 H 0.083 -0.783 15.642
116 H -0.196 -2.502 16.003
117 H 2.059 -2.399 15.080
118 H 2.281 -2.602 16.833

Computed properties:
- Molecular weight: 1849.4 g mol⁻¹
- Maximum force: 7.445 eV/A
- HOMO-LUMO gap: 6.311 eV
- Energy: -42931.29412 hartree
- Net charge: +1

***

4.
The following is a quantum chemistry calculation of 16 unconnected molecules or ions with the total composition C36H62BCl30IN3O8P at a distorted geometry, from OMol25.

Atoms and positions in Å:
1 C -1.097 3.191 -0.287
2 C -0.986 3.675 -1.884
3 C -0.021 4.986 -2.092
4 N 1.414 4.675 -2.456
5 C 1.883 3.339 -1.918
6 N 1.956 2.179 -2.868
7 C 2.468 0.921 -2.221
8 C 2.630 -0.406 -3.223
9 C 2.239 -0.192 -4.835
10 O 0.934 -0.851 -5.012
11 C 0.022 -0.069 -5.861
12 C -1.516 -0.335 -5.262
13 C -1.601 -1.676 -4.303
14 C 3.186 -1.865 -2.621
15 C 3.315 -3.119 -3.664
16 C 4.752 -2.969 -4.437
17 C 6.028 -3.675 -3.691
18 C 6.166 -5.296 -4.078
19 O 4.953 -6.071 -3.778
20 C 4.459 -6.820 -4.944
21 O 3.974 -6.177 -6.014
22 C 3.593 -1.954 -1.037
23 P 4.298 -3.504 -0.190
24 O 4.404 -4.802 -1.072
25 O 3.418 -3.984 1.277
26 O 5.955 -3.135 0.331
27 C 3.399 -0.612 -0.056
28 C 3.765 -0.695 1.574
29 B 2.385 -0.935 2.482
30 O 1.013 -0.802 1.877
31 O 2.410 -1.335 3.916
32 C 2.843 0.853 -0.639
33 N 2.772 1.974 0.364
34 C 2.303 3.206 -0.355
35 I 2.167 5.063 0.866
36 H -0.352 2.288 -0.053
37 H -0.759 4.146 0.343
38 H -2.201 2.957 0.037
39 H -2.091 4.033 -2.158
40 H -0.761 2.777 -2.612
41 H -0.473 5.585 -3.019
42 H -0.065 5.755 -1.186
43 H 2.067 5.458 -2.235
44 H 2.281 0.928 -5.171
45 H 3.019 -0.776 -5.506
46 H 0.018 -0.529 -6.946
47 H 0.187 1.089 -5.831
48 H -2.309 -0.497 -6.137
49 H -1.812 0.649 -4.654
50 H -1.025 -2.575 -4.803
51 H -1.118 -1.531 -3.236
52 H -2.718 -1.996 -4.124
53 H 3.090 -4.176 -3.219
54 H 2.478 -2.945 -4.498
55 H 4.633 -3.415 -5.517
56 H 5.052 -1.824 -4.594
57 H 7.005 -3.179 -4.166
58 H 6.104 -3.474 -2.538
59 H 6.317 -5.305 -5.259
60 H 7.160 -5.750 -3.632
61 H 4.428 -8.011 -4.943
62 H 2.446 -3.897 1.047
63 H 6.105 -2.144 0.323
64 H 4.622 -1.454 1.814
65 H 4.173 0.372 1.923
66 H 0.613 -1.738 1.810
67 H 1.522 -1.043 4.293
68 C 1.500 -2.847 6.963
69 Cl 0.226 -1.814 6.305
70 Cl 1.516 -2.790 8.729
71 H 1.324 -3.877 6.641
72 H 2.467 -2.504 6.587
73 C -3.720 5.895 -0.307
74 Cl -2.833 5.128 1.016
75 Cl -4.715 4.718 -1.172
76 H -4.366 6.675 0.103
77 H -3.005 6.338 -1.005
78 C 5.350 5.750 3.016
79 Cl 5.563 7.434 2.524
80 Cl 5.430 5.585 4.774
81 H 4.374 5.399 2.670
82 H 6.140 5.144 2.565
83 C -3.723 -0.993 -9.356
84 Cl -2.472 -2.154 -8.895
85 Cl -3.695 0.425 -8.300
86 H -3.549 -0.673 -10.386
87 H -4.701 -1.474 -9.279
88 C -4.300 0.518 -0.738
89 Cl -4.277 1.206 -2.367
90 Cl -2.917 -0.553 -0.481
91 H -4.260 1.331 -0.009
92 H -5.222 -0.052 -0.606
93 C -1.303 -4.205 11.073
94 Cl -0.416 -4.972 12.397
95 Cl -2.299 -5.383 10.209
96 H -1.950 -3.426 11.483
97 H -0.588 -3.763 10.375
98 C 5.216 -4.699 5.990
99 Cl 4.526 -3.447 4.951
100 Cl 4.469 -4.679 7.592
101 H 5.046 -5.676 5.530
102 H 6.289 -4.523 6.095
103 C -3.518 -1.519 7.383
104 Cl -4.793 -0.486 6.725
105 Cl -3.502 -1.462 9.149
106 H -3.694 -2.549 7.061
107 H -2.552 -1.175 7.007
108 C 1.092 -8.847 -5.235
109 Cl 2.224 -10.024 -5.912
110 Cl -0.526 -9.540 -5.076
111 H 1.446 -8.540 -4.248
112 H 1.044 -7.979 -5.896
113 C -6.184 8.377 2.528
114 Cl -6.162 9.064 0.899
115 Cl -4.802 7.306 2.785
116 H -6.145 9.190 3.258
117 H -7.107 7.806 2.661
118 C -8.494 5.177 4.656
119 Cl -9.249 6.101 3.352
120 Cl -6.731 5.227 4.533
121 H -8.796 5.604 5.616
122 H -8.826 4.138 4.595
123 C 2.728 4.117 -6.045
124 Cl 4.298 3.342 -5.804
125 Cl 1.847 3.368 -7.382
126 H 2.138 4.017 -5.130
127 H 2.883 5.175 -6.270
128 C -6.009 -4.144 8.605
129 Cl -6.125 -4.607 6.902
130 Cl -7.565 -4.328 9.422
131 H -5.271 -4.782 9.097
132 H -5.694 -3.100 8.669
133 C -8.632 4.297 -2.397
134 Cl -8.610 4.984 -4.026
135 Cl -7.250 3.225 -2.140
136 H -8.593 5.109 -1.668
137 H -9.554 3.726 -2.265
138 C 0.500 2.744 4.009
139 Cl -0.775 3.778 3.351
140 Cl 0.516 2.801 5.776
141 H 0.324 1.715 3.688
142 H 1.466 3.088 3.633

Computed properties:
- Molecular weight: 1897.2 g mol⁻¹
- Maximum force: 8.406 eV/A
- HOMO-LUMO gap: 6.545 eV
- Energy: -16644.22112 hartree
- Net charge: 0